Entry from the OMol25 dataset: a molecular structure, C5H11IN3 (the ωB97M-V functional and the def2-TZVPD basis).

Structure (XYZ):
```
20
Properties=species:S:1:pos:R:3:forces:R:3:nbo_charge:R:1
C -0.42120 -0.25999 1.28492 1.636 -1.518 0.462 0.0736
C -1.01766 -1.02450 0.40742 -1.509 -0.672 -1.044 0.2026
C 0.61715 -0.92122 2.09941 1.790 -1.095 2.775 -0.6567
C 1.34784 0.27418 -1.52149 0.877 -1.180 1.950 -0.7150
C -0.11678 0.29781 -1.69178 0.318 0.257 -0.043 0.2893
N -0.34747 1.08022 1.34636 -2.291 1.556 -2.724 -0.7565
N -1.85949 -1.86428 0.09084 -0.201 0.286 0.719 -0.5383
N -0.65102 1.44658 -1.44927 -2.067 1.316 -0.827 -0.6545
I -1.73781 -2.93622 -1.62170 0.109 -0.411 -0.773 0.3186
H 1.43634 -0.17546 2.32518 -0.943 -0.635 0.007 0.2331
H 0.25091 -1.37712 3.13699 0.536 1.064 -2.247 0.2631
H 1.17124 -1.71932 1.58125 -0.568 0.040 0.141 0.2455
H 1.92401 0.13748 -2.40716 0.187 -0.885 -0.829 0.2775
H 1.69484 1.22638 -1.17071 -0.100 0.723 0.362 0.2338
H 1.67764 -0.44091 -0.65961 -0.692 0.844 -1.908 0.2873
H -0.75662 -0.48419 -2.13608 0.478 0.045 0.682 0.2530
H -0.19588 1.36257 2.24310 1.171 1.064 3.039 0.3924
H -1.70369 1.57811 -1.47758 1.825 -0.153 -0.267 0.4383
H -0.06793 2.30648 -1.49270 -0.627 -0.906 0.766 0.4419
H -1.24442 1.49339 1.11260 0.069 0.259 -0.240 0.3711
```
Forces are in eV/Å.

As for the HOMO-LUMO gap: 7.018 eV. As for the charge: +1. As for the LUMO energy: -4.6 eV. As for the electronic energy: -17924.47865 eV.